Below is C36H56BaN6SbSi4 as an isolated structure in a non-equilibrium geometry, with properties calculated with ωB97M-V/def2-TZVPD.

Properties
LUMO ... -2.91 eV
HOMO level ... -8.6168 eV
Kohn-Sham gap ... 5.7 eV
Total energy ... -85921.393 eV

The geometry in ORCA input format:
```
! wB97M-V def2-TZVPD RIJCOSX def2/J DEFGRID3
* xyz 1 1
Ba 0.110 -1.306 0.923
C -2.811 -0.002 3.618
C -1.626 -0.714 4.200
C -1.357 -0.687 5.568
C -0.297 -1.409 6.081
C 0.478 -2.184 5.227
C 0.182 -2.161 3.871
N -0.840 -1.425 3.368
Sb 1.431 -3.564 2.794
C 2.911 -2.182 2.042
C 4.218 -2.635 2.154
C 5.251 -1.765 1.823
C 4.952 -0.479 1.412
C 3.623 -0.074 1.320
C 3.218 1.304 0.888
N 2.633 -0.927 1.625
C 0.205 -4.183 1.135
C 0.637 -5.309 0.442
C -0.310 -5.997 -0.303
C -1.626 -5.564 -0.312
C -1.999 -4.412 0.373
C -3.392 -3.868 0.329
N -1.082 -3.732 1.085
H -3.702 -0.624 3.737
H -2.682 0.209 2.557
H -2.983 0.942 4.132
H -1.988 -0.094 6.216
H -0.084 -1.387 7.142
H 1.289 -2.789 5.611
H 4.425 -3.640 2.499
H 6.282 -2.088 1.891
H 5.738 0.217 1.154
H 4.027 1.811 0.367
H 2.941 1.907 1.757
H 2.352 1.260 0.224
H 1.664 -5.648 0.500
H -0.028 -6.878 -0.865
H -2.374 -6.109 -0.872
H -3.516 -3.230 -0.549
H -4.126 -4.669 0.263
H -3.591 -3.270 1.217
N -2.879 4.133 -0.585
C -4.151 3.897 -0.125
C -4.044 2.801 0.678
N -2.737 2.362 0.712
C -2.073 3.178 -0.072
H -2.604 4.850 -1.233
H -4.989 4.511 -0.403
H -4.826 2.306 1.231
H -1.021 3.119 -0.293
N -0.465 2.168 3.074
C 0.417 3.253 3.108
C 1.675 3.128 3.697
C 2.534 4.215 3.753
C 2.150 5.444 3.233
C 0.890 5.572 2.664
C 0.027 4.490 2.599
H -1.199 2.226 2.375
H 0.002 1.280 3.019
H 1.970 2.174 4.127
H 3.506 4.103 4.217
H 2.819 6.292 3.280
H 0.572 6.528 2.265
H -0.962 4.600 2.163
C 0.692 2.015 -4.867
Si 1.071 1.804 -3.035
C 2.928 1.464 -2.917
C 0.804 3.504 -2.250
Si -0.186 0.125 -1.997
Si -2.216 0.155 -3.137
C -2.916 1.907 -3.232
C -3.481 -0.884 -2.186
C -2.176 -0.545 -4.885
Si 0.863 -1.778 -2.866
C 1.516 -1.786 -4.628
C 2.332 -2.234 -1.724
C -0.298 -3.270 -2.710
H 1.349 2.772 -5.306
H -0.342 2.333 -5.032
H 0.843 1.079 -5.412
H 3.484 2.294 -3.363
H 3.205 0.554 -3.459
H 3.267 1.351 -1.887
H 1.416 4.256 -2.757
H 1.076 3.515 -1.189
H -0.240 3.816 -2.342
H -3.409 2.169 -2.296
H -3.662 1.970 -4.031
H -2.145 2.656 -3.433
H -3.390 -0.721 -1.108
H -3.338 -1.949 -2.392
H -4.503 -0.624 -2.479
H -1.495 0.021 -5.526
H -3.174 -0.501 -5.332
H -1.852 -1.590 -4.896
H 2.272 -1.014 -4.800
H 0.701 -1.612 -5.335
H 1.967 -2.755 -4.863
H 2.959 -1.366 -1.497
H 2.970 -3.002 -2.174
H 1.990 -2.665 -0.769
H -1.126 -3.206 -3.423
H -0.746 -3.319 -1.710
H 0.225 -4.215 -2.885
*
```

=====

Below is C3H12N6O3Sn as an isolated structure in a non-equilibrium geometry, with properties calculated with ωB97M-V/def2-TZVPD.

Properties
LUMO ... -6.46 eV
HOMO level ... -17.3748 eV
Kohn-Sham gap ... 10.9 eV
Total energy ... -24208.650 eV

The geometry in ORCA input format:
```
! wB97M-V def2-TZVPD RIJCOSX def2/J DEFGRID3
* xyz 2 1
Sn -0.554 -2.088 -0.194
C 1.345 -0.722 -2.447
O 0.899 -0.821 -1.254
N 2.397 -1.489 -2.757
N 0.760 -0.035 -3.428
H 2.738 -1.511 -3.604
H 2.791 -2.040 -1.965
H 0.996 -0.261 -4.503
H -0.155 0.314 -3.290
C -1.843 0.940 -0.173
O -1.651 -0.277 -0.333
N -1.038 1.863 -0.733
N -3.036 1.388 0.492
H -0.010 1.559 -0.662
H -1.104 2.863 -0.441
H -3.676 0.686 0.738
H -3.410 2.320 0.553
C 0.579 -0.654 2.690
O 0.391 -1.492 1.683
N -0.558 -0.477 3.434
N 1.697 -0.010 2.895
H -0.526 0.216 4.171
H -1.452 -0.711 3.008
H 2.549 -0.104 2.412
H 1.870 0.544 3.708
*
```

=====

Below is one molecule with the formula C12H14 in a non-equilibrium geometry, with properties calculated with ωB97M-V/def2-TZVPD.

Properties
SMILES ... CC1=C[C@@](C)(c2ccccc2)C1
LUMO ... 0.90 eV
HOMO level ... -8.9564 eV
Kohn-Sham gap ... 9.9 eV
Total energy ... -12669.421 eV

The geometry in ORCA input format:
```
! wB97M-V def2-TZVPD RIJCOSX def2/J DEFGRID3
* xyz 0 1
C 3.258 -1.195 0.811
C 2.045 -0.571 0.214
C 1.387 -0.802 -0.914
C 0.227 0.480 -0.421
C 0.298 1.680 -1.333
C -1.170 0.043 -0.152
C -1.744 -1.065 -0.763
C -3.067 -1.395 -0.528
C -3.841 -0.614 0.315
C -3.273 0.480 0.944
C -1.948 0.803 0.717
C 1.184 0.512 0.811
H 3.995 -0.433 1.063
H 3.706 -1.909 0.126
H 2.991 -1.714 1.732
H 1.466 -1.413 -1.786
H 1.317 2.052 -1.407
H -0.339 2.479 -0.949
H -0.056 1.428 -2.330
H -1.151 -1.674 -1.425
H -3.498 -2.262 -1.007
H -4.877 -0.864 0.487
H -3.866 1.089 1.611
H -1.512 1.656 1.217
H 0.700 0.231 1.747
H 1.682 1.473 0.947
*
```

=====

Below is a 8-piece molecular cluster, C14H28Cl14FNO9P2 overall in a non-equilibrium geometry, with properties calculated with ωB97M-V/def2-TZVPD.

Properties
SMILES ... CC[C@H](F)[C@@]1(N)OC(=O)O[C@@]1(CP(=O)(O)O)P(=O)(O)O.ClCCl.ClCCl.ClCCl.ClCCl.ClCCl.ClCCl.ClCCl
LUMO ... -0.06 eV
HOMO level ... -10.5628 eV
Kohn-Sham gap ... 10.5 eV
Total energy ... -231502.944 eV

The geometry in ORCA input format:
```
! wB97M-V def2-TZVPD RIJCOSX def2/J DEFGRID3
* xyz 0 1
C 4.324 -3.689 -4.046
C 2.850 -4.041 -3.732
C 1.840 -2.967 -4.190
F 2.176 -2.409 -5.415
C 1.526 -1.897 -3.090
N 0.244 -2.294 -2.541
O 2.608 -1.840 -2.170
C 3.495 -0.927 -2.747
O 4.562 -0.822 -2.355
O 2.906 -0.260 -3.803
C 1.467 -0.415 -3.543
C 1.247 0.641 -2.404
P 2.226 2.176 -2.602
O 1.606 3.189 -1.774
O 2.278 2.654 -4.149
O 3.749 2.008 -2.058
P 0.369 -0.015 -4.968
O -0.723 0.890 -4.611
O 1.193 0.683 -6.177
O -0.311 -1.369 -5.560
H 4.776 -3.337 -3.112
H 4.422 -2.840 -4.742
H 4.901 -4.514 -4.444
H 2.695 -4.268 -2.670
H 2.575 -4.964 -4.264
H 0.904 -3.516 -4.357
H -0.071 -1.599 -1.865
H -0.469 -2.311 -3.266
H 0.194 0.951 -2.348
H 1.470 0.215 -1.413
H 3.077 2.279 -4.560
H 4.394 2.090 -2.778
H 0.505 1.214 -6.617
H -0.933 -1.079 -6.247
Cl 8.757 -6.711 -3.486
C 7.946 -5.260 -2.882
Cl 6.211 -5.519 -2.685
H 8.369 -4.997 -1.920
H 8.101 -4.452 -3.590
Cl -0.372 3.103 1.897
C -0.513 4.407 0.710
Cl -0.904 5.948 1.491
H 0.431 4.507 0.184
H -1.302 4.159 0.010
Cl -2.533 4.781 6.003
C -2.681 6.091 4.823
Cl -3.078 7.625 5.608
H -1.738 6.198 4.300
H -3.469 5.842 4.120
Cl -7.306 2.718 6.070
C -6.014 3.251 7.153
Cl -5.907 2.232 8.594
H -5.071 3.204 6.620
H -6.214 4.272 7.461
Cl -9.183 -0.631 4.038
C -9.934 0.048 5.490
Cl -11.668 0.315 5.259
H -9.797 -0.643 6.315
H -9.461 0.996 5.718
Cl -8.825 1.227 9.459
C -10.391 0.433 9.664
Cl -10.629 -0.856 8.476
H -10.439 0.003 10.658
H -11.177 1.170 9.539
Cl 6.787 -3.219 0.046
C 8.153 -2.095 -0.015
Cl 9.388 -2.603 -1.175
H 7.785 -1.118 -0.307
H 8.605 -2.043 0.970
*
```

=====

Below is a 2-piece molecular cluster, C5H10O2 overall in a non-equilibrium geometry, with properties calculated with ωB97M-V/def2-TZVPD.

Properties
SMILES ... C[C@@H]1CO1.CC=O
LUMO ... 0.78 eV
HOMO level ... -9.1632 eV
Kohn-Sham gap ... 9.9 eV
Total energy ... -9438.302 eV

The geometry in ORCA input format:
```
! wB97M-V def2-TZVPD RIJCOSX def2/J DEFGRID3
* xyz 0 1
C -0.729 -1.522 0.563
C 0.593 -0.837 0.460
C 1.452 -0.837 -1.060
O 1.626 -1.748 -0.060
H -1.305 -1.403 -0.360
H -0.622 -2.596 0.745
H -1.305 -1.117 1.398
H 0.966 -0.382 1.369
H 2.349 -0.304 -1.366
H 0.710 -1.007 -1.834
C -1.167 1.688 0.172
C 0.312 1.496 -0.096
O 1.186 2.153 0.474
H -1.414 1.282 1.154
H -1.382 2.759 0.198
H -1.777 1.213 -0.598
H 0.507 1.161 -1.159
*
```

=====

Below is an isolated ion of composition C3H6N5S and charge -1 in a non-equilibrium geometry, with properties calculated with ωB97M-V/def2-TZVPD.

Properties
LUMO ... 3.68 eV
HOMO level ... -2.3028 eV
Kohn-Sham gap ... 6.0 eV
Total energy ... -21490.713 eV

The geometry in ORCA input format:
```
! wB97M-V def2-TZVPD RIJCOSX def2/J DEFGRID3
* xyz -1 1
C 0.109 2.610 0.198
C 0.414 0.428 0.383
C -1.163 -1.306 1.021
N 0.109 1.445 1.028
N 0.433 2.441 -1.070
N 0.609 1.219 -1.444
N 0.820 -1.905 -0.155
N 0.226 -0.850 0.556
S 1.338 0.579 -2.855
H -0.255 3.430 0.705
H -1.910 -1.106 0.219
H -1.065 -2.376 1.239
H -1.569 -0.830 1.895
H 0.199 -2.205 -0.951
H 1.705 -1.573 -0.767
*
```

=====

Below is C39H42N3O5SiTi as an isolated structure, with properties calculated with ωB97M-V/def2-TZVPD.

Properties
LUMO (alpha / beta) ... 2.51 / 2.51 eV
HOMO level (alpha / beta) ... -2.0979 / -5.5371 eV
Kohn-Sham gap (alpha / beta) ... 4.6 / 8.0 eV
Total energy ... -86830.536 eV

The geometry in ORCA input format:
```
! wB97M-V def2-TZVPD RIJCOSX def2/J DEFGRID3
* xyz -1 3
Ti -0.092 -1.533 -0.165
O -0.961 1.540 2.020
C -0.721 0.548 2.994
C -1.992 -0.198 3.372
C -2.481 -1.136 2.259
C -1.810 -2.485 2.254
C -2.175 -3.452 3.156
C -1.601 -4.728 3.150
C -0.662 -4.983 2.137
C -0.321 -4.001 1.255
N -0.832 -2.718 1.304
H -0.867 1.131 1.138
H -0.307 1.057 3.872
H 0.040 -0.160 2.645
H -2.762 0.543 3.605
H -1.812 -0.781 4.282
H -2.345 -0.647 1.288
H -3.559 -1.290 2.358
H -2.947 -3.201 3.876
H -1.889 -5.485 3.864
H -0.195 -5.953 2.030
H 0.418 -4.185 0.482
O -0.835 0.304 -0.509
Si -0.643 1.506 -1.557
C 0.288 2.950 -0.763
C 1.684 2.992 -0.776
C 2.386 4.004 -0.139
C 1.699 5.006 0.533
C 0.314 4.984 0.562
C -0.378 3.966 -0.080
C -2.348 2.112 -2.077
C -2.678 2.498 -3.374
C -3.950 2.959 -3.685
C -4.919 3.044 -2.698
C -4.615 2.655 -1.399
C -3.343 2.193 -1.098
C 0.333 1.037 -3.101
C 0.927 2.030 -3.888
C 1.628 1.718 -5.043
C 1.755 0.393 -5.438
C 1.166 -0.606 -4.678
C 0.457 -0.283 -3.528
H 2.236 2.209 -1.283
H 3.470 4.010 -0.165
H 2.243 5.800 1.032
H -0.233 5.755 1.091
H -1.461 3.967 -0.037
H -1.937 2.423 -4.162
H -4.185 3.245 -4.704
H -5.913 3.403 -2.940
H -5.369 2.704 -0.624
H -3.122 1.869 -0.085
H 0.852 3.070 -3.586
H 2.079 2.508 -5.632
H 2.306 0.143 -6.337
H 1.247 -1.644 -4.979
H -0.018 -1.086 -2.975
C -3.346 -3.623 -3.397
C -2.098 -4.191 -3.187
C -1.204 -3.597 -2.302
C -1.505 -2.428 -1.589
C -2.774 -1.883 -1.836
C -3.681 -2.461 -2.714
H -4.047 -4.078 -4.087
H -1.817 -5.096 -3.717
H -0.230 -4.068 -2.172
H -3.062 -0.961 -1.335
H -4.649 -1.998 -2.873
N 2.486 -2.621 2.287
C 2.559 -1.570 2.766
N 2.534 -0.397 3.395
C 3.178 0.774 2.793
C 4.605 0.884 3.304
O 4.645 0.906 4.726
C 4.078 -0.267 5.279
C 2.625 -0.418 4.851
H 2.601 1.654 3.090
H 3.116 0.687 1.713
H 5.071 1.810 2.968
H 5.200 0.035 2.935
H 4.163 -0.172 6.362
H 4.651 -1.148 4.955
H 2.036 0.421 5.231
H 2.190 -1.346 5.222
C 3.638 -0.804 -1.416
C 2.334 -1.091 -0.717
O 1.855 -0.296 0.126
O 1.708 -2.157 -1.005
H 3.762 0.268 -1.556
H 3.678 -1.321 -2.371
H 4.452 -1.169 -0.785
*
```

=====

Below is an isolated ion of composition C5H12N5 and charge +1 in a non-equilibrium geometry, with properties calculated with ωB97M-V/def2-TZVPD.

Properties
SMILES ... [H]\N=N/C=C\C=[NH+]\[C@@H](N)CN
LUMO (alpha / beta) ... -4.67 / -4.67 eV
HOMO level (alpha / beta) ... -11.9795 / -11.9794 eV
Kohn-Sham gap (alpha / beta) ... 7.3 / 7.3 eV
Total energy ... -12819.014 eV

The geometry in ORCA input format:
```
! wB97M-V def2-TZVPD RIJCOSX def2/J DEFGRID3
* xyz 1 1
H -3.786 0.648 1.319
N -3.348 -0.128 1.867
N -2.326 0.022 2.439
C -1.356 0.557 3.038
C -0.086 0.911 2.554
C 0.459 0.764 1.268
N -0.114 0.240 0.216
C 0.703 0.111 -1.185
N 1.949 0.852 -1.122
C 0.647 -1.331 -1.561
N 0.641 -1.392 -2.990
H -1.414 0.650 4.139
H 0.473 1.482 3.258
H 1.527 1.087 0.955
H -1.090 -0.067 0.049
H 0.032 0.516 -1.869
H 2.796 0.277 -1.301
H 1.946 1.712 -1.635
H -0.333 -1.913 -1.280
H 1.618 -2.033 -1.208
H -0.002 -2.169 -3.289
H 1.063 -0.795 -3.662
*
```